Formula: C46H90ClNO14S
Source: OMol25
Level of theory: ωB97M-V with the def2-TZVPD basis set

Summary:
**SMILES string**: CC[C@H](C)[C@](CCCCS(=O)(=O)Cl)(CCOC(C)=O)OC(N)=O.C1CCOC1.C1CCOC1.C1CCOC1.C1CCOC1.C1CCOC1.C1CCOC1.C1CCOC1.C1CCOC1
**LUMO**: 0.58 eV
**Spin multiplicity**: 1

Bonds (Å) are listed after each position.
Cartesian coordinates (Å):
1 C -3.281 2.972 5.801  C2 1.528, H24 1.096, H25 1.095, H26 1.097
2 C -2.863 3.853 4.624  C1 1.528, C3 1.544, H27 1.099, H28 1.091
3 C -1.347 4.150 4.634  C2 1.544, C4 1.537, C5 1.549, H29 1.099
4 C -1.046 5.439 5.414  C3 1.537, H30 1.093, H31 1.096, H32 1.096
5 C -0.704 4.126 3.225  C3 1.549, C6 1.536, C14 1.550, O20 1.451
6 C 0.800 4.419 3.324  C5 1.536, C7 1.537, H33 1.093, H34 1.098
7 C 1.669 3.615 4.304  C6 1.537, C8 1.552, H35 1.096, H36 1.096
8 C 2.137 2.207 3.851  C7 1.552, C9 1.540, H37 1.094, H38 1.095
9 C 1.395 1.034 4.517  C8 1.540, S10 1.795, H39 1.094, H40 1.092
10 S 1.623 -0.535 3.675  C9 1.795, O11 1.424, O12 1.429, Cl13 2.053
11 O 0.409 -1.277 3.623  S10 1.424
12 O 2.496 -0.376 2.553  S10 1.429
13 Cl 2.797 -1.483 5.067  S10 2.053
14 C -1.353 5.167 2.279  C5 1.550, C15 1.530, H41 1.097, H42 1.095
15 C -2.635 4.733 1.566  C14 1.530, O16 1.439, H43 1.097, H44 1.090
16 O -2.513 5.058 0.170  C15 1.439, C17 1.366
17 C -3.229 4.314 -0.724  O16 1.366, C18 1.500, O19 1.174
18 C -2.934 2.844 -0.756  C17 1.500, H45 1.095, H46 1.094, H47 1.090
19 O -3.979 4.853 -1.450  C17 1.174
20 O -0.998 2.779 2.771  C5 1.451, C21 1.353
21 C -0.484 2.133 1.699  O20 1.353, N22 1.374, O23 1.179
22 N -0.120 2.895 0.615  C21 1.374, H48 1.016, H49 1.011
23 O -0.379 0.960 1.745  C21 1.179
24 H -2.920 3.378 6.753  C1 1.096
25 H -4.370 2.868 5.859  C1 1.095
26 H -2.869 1.962 5.680  C1 1.097
27 H -3.420 4.799 4.664  C2 1.099
28 H -3.146 3.334 3.707  C2 1.091
29 H -0.884 3.316 5.179  C3 1.099
30 H -1.919 5.747 5.996  C4 1.093
31 H -0.775 6.281 4.769  C4 1.096
32 H -0.211 5.301 6.112  C4 1.096
33 H 1.265 4.339 2.338  C6 1.093
34 H 0.856 5.483 3.587  C6 1.098
35 H 1.207 3.567 5.297  C7 1.096
36 H 2.585 4.201 4.442  C7 1.096
37 H 2.122 2.092 2.763  C8 1.094
38 H 3.191 2.119 4.136  C8 1.095
39 H 0.315 1.174 4.622  C9 1.094
40 H 1.812 0.861 5.511  C9 1.092
41 H -0.627 5.443 1.504  C14 1.097
42 H -1.543 6.086 2.843  C14 1.095
43 H -3.499 5.279 1.965  C15 1.097
44 H -2.840 3.669 1.682  C15 1.090
45 H -3.253 2.337 0.160  C18 1.095
46 H -1.863 2.644 -0.858  C18 1.094
47 H -3.470 2.412 -1.601  C18 1.090
48 H 0.087 2.284 -0.171  N22 1.016
49 H -0.705 3.681 0.369  N22 1.011
50 C -1.803 -1.951 -2.341  C51 1.529, C54 1.521, H55 1.088, H56 1.090
51 C -1.572 -2.332 -0.879  C50 1.529, C52 1.522, H57 1.093, H58 1.090
52 C -0.839 -1.107 -0.350  C51 1.522, O53 1.440, H59 1.094, H60 1.085
53 O -1.342 0.010 -1.106  C52 1.440, C54 1.429
54 C -2.097 -0.464 -2.223  C50 1.521, O53 1.429, H61 1.097, H62 1.091
55 H -2.608 -2.500 -2.825  C50 1.088
56 H -0.896 -2.110 -2.926  C50 1.090
57 H -2.526 -2.458 -0.360  C51 1.093
58 H -0.995 -3.248 -0.753  C51 1.090
59 H 0.239 -1.184 -0.521  C52 1.094
60 H -0.998 -0.924 0.708  C52 1.085
61 H -3.164 -0.287 -2.036  C54 1.097
62 H -1.805 0.099 -3.112  C54 1.091
63 C 1.756 -3.758 0.641  C64 1.529, C67 1.523, H68 1.089, H69 1.093
64 C 3.056 -4.436 1.072  C63 1.529, C65 1.525, H70 1.092, H71 1.090
65 C 3.570 -4.986 -0.254  C64 1.525, O66 1.428, H72 1.097, H73 1.091
66 O 3.125 -4.079 -1.263  C65 1.428, C67 1.429
67 C 2.152 -3.187 -0.714  C63 1.523, O66 1.429, H74 1.095, H75 1.091
68 H 1.411 -2.991 1.333  C63 1.089
69 H 0.962 -4.500 0.525  C63 1.093
70 H 3.750 -3.695 1.472  C64 1.092
71 H 2.918 -5.213 1.824  C64 1.090
72 H 3.156 -5.981 -0.456  C65 1.097
73 H 4.659 -5.051 -0.300  C65 1.091
74 H 2.603 -2.196 -0.601  C67 1.095
75 H 1.315 -3.108 -1.410  C67 1.091
76 C 5.738 -5.287 5.833  C77 1.529, C80 1.522, H81 1.088, H82 1.091
77 C 6.165 -5.675 7.249  C76 1.529, C78 1.525, H83 1.092, H84 1.090
78 C 6.409 -4.308 7.880  C77 1.525, O79 1.427, H85 1.096, H86 1.091
79 O 5.498 -3.409 7.249  C78 1.427, C80 1.429
80 C 4.919 -4.033 6.101  C76 1.522, O79 1.429, H87 1.096, H88 1.090
81 H 5.172 -6.056 5.312  C76 1.088
82 H 6.610 -5.048 5.223  C76 1.091
83 H 5.351 -6.192 7.763  C77 1.092
84 H 7.048 -6.313 7.283  C77 1.090
85 H 7.434 -3.969 7.697  C78 1.096
86 H 6.228 -4.291 8.956  C78 1.091
87 H 3.873 -4.280 6.319  C80 1.096
88 H 4.942 -3.331 5.268  C80 1.090
89 C 6.932 -8.773 1.715  C90 1.529, C93 1.524, H94 1.089, H95 1.092
90 C 7.339 -9.182 3.130  C89 1.529, C91 1.524, H96 1.092, H97 1.089
91 C 7.582 -7.826 3.781  C90 1.524, O92 1.426, H98 1.095, H99 1.092
92 O 6.682 -6.917 3.150  C91 1.426, C93 1.427
93 C 6.112 -7.518 1.987  C89 1.524, O92 1.427, H100 1.096, H101 1.091
94 H 6.365 -9.535 1.183  C89 1.089
95 H 7.816 -8.528 1.123  C89 1.092
96 H 6.515 -9.700 3.625  C90 1.092
97 H 8.217 -9.826 3.166  C90 1.089
98 H 8.610 -7.486 3.618  C91 1.095
99 H 7.385 -7.822 4.855  C91 1.092
100 H 5.064 -7.767 2.188  C93 1.096
101 H 6.143 -6.795 1.170  C93 1.091
102 C -0.828 -2.656 -7.786  C103 1.529, C106 1.523, H107 1.090, H108 1.092
103 C 0.268 -3.402 -7.025  C102 1.529, C104 1.524, H109 1.092, H110 1.089
104 C 0.120 -2.821 -5.624  C103 1.524, O105 1.428, H111 1.096, H112 1.091
105 O -1.265 -2.508 -5.469  C104 1.428, C106 1.429
106 C -1.926 -2.580 -6.734  C102 1.523, O105 1.429, H113 1.095, H114 1.091
107 H -1.152 -3.158 -8.697  C102 1.090
108 H -0.486 -1.653 -8.051  C102 1.092
109 H 0.059 -4.473 -7.017  C103 1.092
110 H 1.267 -3.252 -7.435  C103 1.089
111 H 0.710 -1.905 -5.512  C104 1.096
112 H 0.413 -3.517 -4.836  C104 1.091
113 H -2.556 -3.476 -6.757  C106 1.095
114 H -2.568 -1.705 -6.843  C106 1.091
115 C -0.831 -4.447 -13.389  C116 1.529, C119 1.524, H120 1.089, H121 1.092
116 C 0.257 -5.207 -12.631  C115 1.529, C117 1.524, H122 1.092, H123 1.089
117 C 0.100 -4.641 -11.225  C116 1.524, O118 1.427, H124 1.096, H125 1.091
118 O -1.284 -4.326 -11.077  C117 1.427, C119 1.427
119 C -1.939 -4.380 -12.344  C115 1.524, O118 1.427, H126 1.095, H127 1.090
120 H -1.152 -4.938 -14.307  C115 1.089
121 H -0.484 -3.443 -13.641  C115 1.092
122 H 0.043 -6.278 -12.636  C116 1.092
123 H 1.258 -5.058 -13.033  C116 1.089
124 H 0.692 -3.728 -11.099  C117 1.096
125 H 0.384 -5.345 -10.442  C117 1.091
126 H -2.573 -5.272 -12.383  C119 1.095
127 H -2.575 -3.500 -12.446  C119 1.090
128 C -4.082 9.639 5.152  C129 1.529, C132 1.523, H133 1.089, H134 1.092
129 C -4.918 8.961 4.066  C128 1.529, C130 1.523, H135 1.092, H136 1.089
130 C -4.232 7.606 3.959  C129 1.523, O131 1.428, H137 1.098, H138 1.091
131 O -3.731 7.308 5.263  C130 1.428, C132 1.429
132 C -3.799 8.472 6.090  C128 1.523, O131 1.429, H139 1.095, H140 1.091
133 H -4.595 10.459 5.651  C128 1.089
134 H -3.152 10.025 4.729  C128 1.092
135 H -5.949 8.840 4.402  C129 1.092
136 H -4.928 9.499 3.119  C129 1.089
137 H -3.395 7.649 3.250  C130 1.098
138 H -4.906 6.805 3.651  C130 1.091
139 H -4.605 8.347 6.819  C132 1.095
140 H -2.856 8.569 6.631  C132 1.091
141 C -5.773 4.281 -5.418  C142 1.528, C145 1.524, H146 1.089, H147 1.092
142 C -5.736 5.426 -4.406  C141 1.528, C143 1.522, H148 1.093, H149 1.088
143 C -4.569 6.252 -4.929  C142 1.522, O144 1.430, H150 1.095, H151 1.091
144 O -4.557 6.077 -6.348  C143 1.430, C145 1.426
145 C -5.426 5.006 -6.713  C141 1.524, O144 1.426, H152 1.096, H153 1.091
146 H -6.733 3.769 -5.467  C141 1.089
147 H -5.004 3.543 -5.178  C141 1.092
148 H -6.663 6.002 -4.456  C142 1.093
149 H -5.583 5.102 -3.379  C142 1.088
150 H -3.621 5.895 -4.514  C143 1.095
151 H -4.661 7.316 -4.709  C143 1.091
152 H -6.325 5.416 -7.187  C145 1.096
153 H -4.914 4.373 -7.439  C145 1.091

These are the Mulliken partial charges, in e, on atoms 1 to 99: -1.6078 0.3588 0.7049 -1.6706 1.5974 -1.8606 -0.9808 -0.9305 -0.7849 1.2111 -0.5629 -0.5461 -0.3034 -1.5993 -0.4098 -0.3871 0.2982 -0.5683 -0.5313 -0.4249 0.1912 -0.3982 -0.4902 0.3342 0.4626 0.3179 -0.1527 -0.0418 0.5113 0.4099 0.4478 0.2361 0.7177 0.6588 0.3625 0.3814 0.4344 0.5935 -0.0570 0.9162 0.7295 0.3141 0.3467 0.1130 0.3396 0.1423 0.4127 0.5378 0.1371 0.0722 -0.5449 0.1167 -0.3821 -0.7214 0.4441 -0.3130 0.3879 0.2079 -0.0464 0.1502 0.2736 0.3520 -0.1965 -0.5316 -0.3719 -0.4471 0.2650 0.0316 0.3125 0.2284 0.3975 0.2571 0.1796 0.1571 -0.2775 -0.1780 -0.5572 -0.4805 -0.3921 -0.3675 0.2652 0.1529 0.3050 0.3124 0.2676 0.2924 0.2346 0.1682 -0.5731 -0.6482 -0.2031 -0.3768 -0.1354 0.3522 0.2745 0.2729 0.3737 0.2709 0.1114